# 1
This record from the OMol25 dataset describes a structure of composition C16H35AgBr3Cl3O10P2. The level of theory is the ωB97M-V functional and the def2-TZVPD basis.

Geometry as XYZ:
```
70
Properties=species:S:1:pos:R:3:lowdin_charge:R:1
Ag 2.86 2.98 -1.96 0.878
C 2.57 -0.68 0.35 0.036
C 2.68 0.57 -0.41 -0.620
O 1.66 1.12 -0.94 0.148
O 3.76 1.08 -0.76 0.067
H 3.28 -1.42 -0.03 0.020
H 1.58 -1.12 0.29 0.108
H 2.81 -0.50 1.41 0.121
C 6.28 -1.05 0.34 -1.654
Br 5.51 -2.78 -0.14 0.603
Br 7.74 -0.67 -0.82 0.634
Br 6.75 -0.99 2.18 0.637
H 5.48 -0.34 0.17 -0.075
C 6.22 -0.33 -4.25 -0.057
C 4.75 -0.06 -3.92 -0.246
O 4.05 0.37 -5.10 -0.131
P 2.62 0.92 -4.95 0.351
O 2.40 1.79 -3.77 -0.299
O 2.41 1.56 -6.34 -0.133
C 1.12 2.15 -6.70 -0.218
C 1.15 3.64 -6.55 -0.073
O 1.66 -0.33 -4.97 -0.130
C 0.87 -0.73 -3.86 -0.255
C -0.47 0.00 -3.79 -0.087
H 6.48 -1.33 -3.94 0.070
H 6.32 -0.21 -5.33 0.088
H 6.88 0.38 -3.76 0.056
H 4.26 -0.93 -3.46 0.122
H 4.67 0.71 -3.15 0.085
H 0.99 1.92 -7.76 0.130
H 0.29 1.67 -6.18 0.106
H 1.37 3.98 -5.53 0.071
H 1.93 4.12 -7.15 0.088
H 0.22 4.13 -6.84 0.089
H 0.61 -1.79 -4.00 0.125
H 1.34 -0.78 -2.88 0.099
H -0.90 -0.03 -2.78 0.066
H -0.46 1.04 -4.12 0.038
H -1.21 -0.46 -4.45 0.087
C -5.39 -3.59 3.50 -0.077
C -4.84 -3.60 4.92 -0.259
O -3.98 -2.49 5.21 -0.175
P -4.59 -1.03 5.38 0.339
O -5.97 -0.97 5.82 -0.194
O -4.29 -0.32 4.01 -0.166
C -2.95 -0.19 3.50 -0.259
C -2.93 -0.52 2.03 -0.095
O -3.51 -0.34 6.31 -0.172
C -3.55 -0.59 7.72 -0.275
C -2.84 0.53 8.44 -0.075
H -5.86 -2.62 3.31 0.075
H -4.61 -3.76 2.76 0.071
H -6.19 -4.32 3.43 0.083
H -5.68 -3.59 5.62 0.114
H -4.34 -4.56 5.07 0.118
H -2.56 0.80 3.77 0.122
H -2.28 -0.90 4.00 0.114
H -1.99 -0.15 1.61 0.058
H -3.14 -1.57 1.87 0.077
H -3.62 0.07 1.43 0.023
H -4.58 -0.72 8.06 0.117
H -3.04 -1.51 8.02 0.122
H -2.92 0.39 9.52 0.082
H -1.80 0.49 8.13 0.078
H -3.27 1.51 8.24 0.081
C -2.26 3.18 -1.15 -1.573
Cl -2.64 2.58 -2.76 0.557
Cl -3.12 2.27 0.09 0.587
Cl -2.58 4.89 -1.01 0.565
H -1.20 3.00 -1.01 -0.009
```

Net charge: +1
Kohn-Sham gap (spin up / spin down) in eV: 7.63 / 4.47
Largest force on an atom in eV/Å: 2.0
Highest occupied orbital energy (spin up / spin down) in eV: -12.15 / -12.15
Calculated total energy in hartree: -11315.22600
2S+1: 2

***

# 2
This record from the OMol25 dataset describes a cluster of 2 separate species, C9H16N3PS in total. The level of theory is the ωB97M-V functional and the def2-TZVPD basis.

Geometry as XYZ:
```
30
Properties=species:S:1:pos:R:3:lowdin_charge:R:1
C -3.83 3.59 0.86 -0.193
C -3.41 2.36 1.37 -0.203
C -1.88 3.21 0.13 -0.296
C 1.95 -1.17 -1.45 -0.174
C 0.78 -0.43 -2.02 -0.176
C 1.46 -2.31 -0.50 -0.166
C -0.07 0.20 -0.84 -0.204
C 0.78 -1.80 0.76 -0.202
C -0.35 -0.79 0.31 -0.407
N -2.85 4.10 0.15 0.022
N -2.20 2.17 0.89 -0.036
N 0.27 0.80 2.42 -0.147
P -1.07 0.02 1.83 0.477
S -1.97 -1.08 3.12 0.298
H -4.64 4.21 0.89 0.057
H -3.80 1.66 2.05 0.058
H -1.00 3.30 -0.43 0.078
H 2.51 -1.40 -2.32 0.103
H 2.51 -0.61 -0.78 0.090
H 0.97 0.50 -2.63 0.133
H 0.09 -1.00 -2.55 0.088
H 0.61 -2.95 -0.94 0.144
H 2.24 -2.89 -0.03 0.107
H 0.61 0.97 -0.38 0.122
H -0.95 0.57 -1.11 0.045
H 0.26 -2.49 1.28 0.066
H 1.53 -1.41 1.35 0.080
H -1.32 -1.25 -0.10 0.135
H 0.14 1.80 2.44 0.048
H 0.54 0.69 3.38 0.056
```

Kohn-Sham gap in eV: 5.80
Largest force on an atom in eV/Å: 6.4
Highest occupied orbital energy in eV: -7.60
Calculated total energy in hartree: -1256.24617
2S+1: 1

***

# 3
This record from the OMol25 dataset describes a cluster of 20 separate species, C40H120O40 in total. The level of theory is the ωB97M-V functional and the def2-TZVPD basis.

Geometry as XYZ:
```
200
Properties=species:S:1:pos:R:3:lowdin_charge:R:1
C -2.33 -0.38 -3.21 -0.236
C -2.39 0.81 -2.31 -0.200
O -3.27 0.67 -1.20 -0.081
O -1.67 -1.43 -2.61 -0.096
H -1.86 -0.18 -4.19 0.126
H -3.37 -0.71 -3.39 0.137
H -2.77 1.60 -2.96 0.123
H -1.39 0.89 -1.96 0.106
H -4.21 0.65 -1.48 0.076
H -1.45 -2.08 -3.30 0.075
C 5.39 -3.90 -0.37 -0.188
C 4.89 -2.49 -0.85 -0.182
O 5.71 -1.47 -0.20 -0.121
O 5.67 -3.93 1.04 -0.071
H 6.37 -4.15 -0.89 0.135
H 4.63 -4.62 -0.57 0.087
H 3.87 -2.29 -0.55 0.091
H 4.94 -2.41 -1.96 0.098
H 6.44 -1.28 -0.83 0.068
H 5.81 -3.01 1.27 0.055
C 0.07 -6.97 -0.20 -0.217
C 0.30 -5.77 0.64 -0.179
O -0.64 -4.70 0.26 -0.095
O 0.26 -6.72 -1.63 -0.093
H -0.93 -7.40 -0.09 0.129
H 0.78 -7.75 0.00 0.115
H 1.27 -5.39 0.34 0.109
H 0.21 -6.05 1.69 0.127
H -0.10 -3.93 0.02 0.045
H -0.67 -6.68 -1.97 0.081
C 7.02 -0.28 -3.35 -0.189
C 5.52 -0.44 -3.61 -0.289
O 5.19 0.42 -4.64 -0.055
O 7.50 -1.28 -2.39 -0.089
H 7.31 0.67 -2.91 0.119
H 7.53 -0.35 -4.36 0.140
H 4.97 -0.24 -2.69 0.107
H 5.37 -1.49 -3.96 0.135
H 4.21 0.37 -4.73 0.067
H 8.30 -0.91 -2.01 0.090
C 3.35 -5.00 3.52 -0.291
C 3.98 -6.28 3.03 -0.262
O 3.33 -6.75 1.90 -0.065
O 4.00 -4.44 4.61 -0.065
H 2.35 -5.25 3.90 0.127
H 3.31 -4.28 2.66 0.117
H 3.94 -6.90 3.93 0.126
H 5.02 -6.19 2.71 0.119
H 3.61 -6.35 1.06 0.082
H 3.65 -3.57 4.85 0.051
C -1.62 1.90 4.07 -0.167
C -2.02 2.21 5.52 -0.181
O -1.28 1.38 6.48 -0.056
O -0.38 2.62 3.70 -0.131
H -2.30 2.18 3.27 0.103
H -1.29 0.88 3.99 0.098
H -3.15 2.20 5.68 0.129
H -1.74 3.32 5.65 0.129
H -1.64 1.33 7.31 0.031
H 0.27 1.91 3.81 0.024
C -2.73 4.08 0.37 -0.244
C -1.92 4.64 1.49 -0.214
O -0.52 4.27 1.39 -0.136
O -3.07 2.76 0.75 -0.099
H -2.05 4.16 -0.57 0.142
H -3.63 4.66 0.25 0.111
H -2.24 4.29 2.46 0.106
H -1.92 5.74 1.45 0.103
H -0.28 3.61 2.11 0.059
H -3.13 2.16 -0.05 0.065
C -2.69 -4.67 -4.08 -0.245
C -3.30 -4.62 -2.70 -0.209
O -2.38 -5.30 -1.84 -0.086
O -1.67 -3.73 -4.33 -0.081
H -3.54 -4.37 -4.72 0.126
H -2.39 -5.68 -4.31 0.122
H -4.31 -5.08 -2.67 0.128
H -3.34 -3.58 -2.37 0.106
H -2.04 -4.75 -1.12 0.039
H -0.82 -4.04 -3.90 0.088
C 1.73 -1.47 5.03 -0.213
C 1.72 0.02 5.36 -0.168
O 1.59 0.82 4.17 -0.114
O 2.81 -1.90 4.25 -0.091
H 0.83 -1.73 4.47 0.132
H 1.86 -1.97 5.97 0.126
H 2.65 0.29 5.82 0.120
H 0.80 0.27 5.98 0.131
H 2.43 0.87 3.67 0.067
H 2.62 -1.90 3.30 0.077
C -3.20 -2.73 2.03 -0.223
C -3.17 -1.69 0.88 -0.220
O -2.22 -2.10 -0.10 -0.089
O -3.63 -4.00 1.60 -0.061
H -3.89 -2.37 2.77 0.108
H -2.15 -2.74 2.32 0.109
H -2.92 -0.70 1.26 0.099
H -4.19 -1.66 0.45 0.113
H -2.35 -1.70 -0.99 0.056
H -3.05 -4.21 0.83 0.087
C -0.26 0.18 0.64 -0.181
C 0.20 -0.95 1.49 -0.207
O 1.60 -1.18 1.55 -0.099
O 0.30 0.03 -0.69 -0.088
H 0.02 1.18 0.90 0.118
H -1.33 0.20 0.56 0.089
H -0.33 -1.88 1.26 0.104
H -0.06 -0.55 2.52 0.118
H 2.01 -0.32 1.22 0.083
H -0.25 -0.62 -1.17 0.055
C 4.23 1.01 1.08 -0.216
C 4.62 -0.01 2.10 -0.223
O 4.31 0.40 3.43 -0.052
O 2.85 1.31 0.94 -0.077
H 4.58 0.72 0.09 0.110
H 4.74 1.91 1.33 0.122
H 5.72 -0.11 2.00 0.131
H 4.22 -1.01 1.79 0.116
H 4.00 -0.41 3.84 0.045
H 2.61 1.98 1.60 0.065
C -6.15 0.71 1.06 -0.168
C -6.24 1.77 -0.10 -0.232
O -5.95 1.08 -1.25 -0.084
O -7.20 -0.25 0.72 -0.096
H -6.36 1.24 1.99 0.116
H -5.20 0.20 1.09 0.092
H -5.54 2.57 0.02 0.095
H -7.26 2.21 -0.15 0.132
H -6.43 0.24 -1.10 0.100
H -6.82 -1.09 1.06 0.045
C 2.81 2.97 -1.72 -0.205
C 2.48 3.94 -2.84 -0.194
O 1.05 3.93 -3.00 -0.110
O 2.38 1.69 -2.16 -0.080
H 2.21 3.24 -0.85 0.120
H 3.88 2.88 -1.55 0.124
H 3.01 3.64 -3.76 0.127
H 2.79 4.98 -2.65 0.126
H 0.74 3.12 -3.49 0.065
H 1.74 1.38 -1.52 0.053
C -3.29 4.40 -4.92 -0.198
C -2.88 4.75 -3.48 -0.223
O -2.15 6.01 -3.48 -0.081
O -2.06 4.45 -5.70 -0.111
H -4.04 5.08 -5.31 0.110
H -3.69 3.38 -5.00 0.120
H -2.14 3.94 -3.16 0.116
H -3.79 4.70 -2.85 0.114
H -1.42 5.95 -2.85 0.032
H -1.66 5.34 -5.61 0.105
C -0.48 7.87 -0.43 -0.210
C 0.29 6.60 -0.54 -0.253
O -0.31 5.76 -1.50 -0.107
O -1.86 7.51 -0.13 -0.053
H -0.42 8.49 -1.34 0.126
H 0.03 8.46 0.35 0.116
H 0.30 6.04 0.43 0.099
H 1.36 6.87 -0.78 0.135
H 0.20 4.96 -1.80 0.078
H -2.38 8.29 -0.18 0.063
C 1.59 -2.23 -2.01 -0.233
C 2.03 -3.26 -3.04 -0.197
O 1.05 -4.29 -3.13 -0.079
O 1.56 -2.89 -0.77 -0.070
H 0.55 -1.99 -2.29 0.100
H 2.28 -1.37 -2.06 0.130
H 2.99 -3.74 -2.76 0.124
H 2.13 -2.80 -4.00 0.112
H 1.03 -4.75 -2.26 0.070
H 1.62 -2.19 -0.11 0.043
C -6.65 -3.19 3.13 -0.227
C -7.92 -2.45 3.56 -0.244
O -8.26 -2.50 4.95 -0.049
O -6.35 -2.79 1.80 -0.097
H -6.83 -4.29 3.24 0.141
H -5.90 -2.87 3.87 0.115
H -8.74 -2.83 2.95 0.124
H -7.81 -1.45 3.23 0.099
H -8.93 -3.18 5.07 0.082
H -5.61 -3.35 1.45 0.082
C 0.07 1.48 -5.85 -0.162
C 1.07 0.40 -5.34 -0.272
O 2.21 0.90 -4.76 -0.072
O -0.25 2.37 -4.72 -0.120
H -0.76 0.88 -6.24 0.115
H 0.55 2.09 -6.62 0.122
H 1.34 -0.22 -6.19 0.117
H 0.57 -0.42 -4.76 0.116
H 2.12 1.32 -3.87 0.064
H -0.89 3.04 -5.12 0.079
C 2.89 4.76 2.67 -0.190
C 1.97 5.89 3.27 -0.261
O 1.94 5.92 4.66 -0.055
O 2.26 3.46 2.80 -0.088
H 3.92 4.93 3.05 0.123
H 2.91 4.94 1.57 0.123
H 1.00 5.65 2.77 0.111
H 2.34 6.85 2.90 0.116
H 1.18 5.44 5.03 0.104
H 2.24 3.26 3.74 0.083
```

Kohn-Sham gap in eV: 9.84
Largest force on an atom in eV/Å: 4.8
Highest occupied orbital energy in eV: -9.46
Calculated total energy in hartree: -4605.37399
Energy relative to the best compared isomer or geometry (same formula, charge and spin) in eV: 0.1674
2S+1: 1